The following is a DFT calculation (ωB97M-V with the def2-TZVPD basis set) of a structure of composition C35H19Br3N4O3PdS2.

XYZ file:
```
67
Properties=species:S:1:pos:R:3:forces:R:3:nbo_charge:R:1
Pd -0.054 0.290 0.276 -0.13 -0.24 0.43 0.946
Br -6.146 -1.330 -3.643 -0.01 -0.03 -0.03 0.016
Br 1.599 5.784 -0.445 0.00 0.01 0.02 0.010
Br 2.391 3.740 -5.626 0.00 -0.01 0.01 -0.028
S -3.998 -1.340 5.908 0.01 0.00 0.08 0.356
S 5.584 0.474 -1.074 -0.01 0.04 -0.04 0.376
O 0.965 2.847 0.176 -0.08 -0.04 -0.06 -0.654
O -1.980 0.259 -0.566 0.31 0.28 0.24 -0.762
O -2.531 2.246 0.354 -0.06 0.01 0.04 -0.643
N 0.685 0.714 -1.611 0.05 0.20 -0.08 -0.413
N -6.365 1.950 -1.181 0.00 0.02 -0.01 -0.420
N -0.669 -0.238 2.125 -0.02 0.11 -0.12 -0.535
N 1.764 -0.010 1.107 -0.12 0.00 -0.04 -0.515
C -5.913 -0.487 4.470 0.01 0.02 0.00 -0.239
C -6.624 0.971 -2.042 -0.02 -0.05 -0.03 -0.006
C 1.882 4.465 -2.930 0.00 0.04 -0.05 -0.200
C -2.755 1.256 -0.321 0.01 -0.27 -0.18 0.759
C -2.205 -0.623 3.933 -0.01 -0.03 0.02 -0.221
C -4.733 -0.262 3.717 -0.03 0.02 0.02 -0.330
C 1.111 1.935 -2.031 -0.01 -0.07 0.00 0.076
C 7.749 0.010 0.186 -0.02 0.01 0.02 -0.246
C -1.894 -0.303 2.616 0.03 -0.04 -0.10 0.135
C -3.580 -0.669 4.360 0.09 -0.02 -0.06 -0.156
C 1.491 2.126 -3.392 0.01 0.01 -0.09 -0.101
C 1.179 3.028 -1.023 0.06 0.05 -0.11 0.466
C 0.646 -0.311 -2.439 -0.06 -0.05 0.02 0.045
C -1.098 -0.916 4.816 -0.05 0.01 0.02 -0.212
C 7.307 0.383 -1.043 0.03 -0.03 -0.01 -0.478
C -5.675 0.031 -2.405 0.03 0.08 0.06 -0.136
C -5.137 2.010 -0.666 0.02 -0.03 -0.02 0.056
C 1.044 -0.210 -3.776 -0.01 0.02 0.06 -0.267
C 1.377 -1.092 5.146 -0.11 0.01 -0.01 -0.195
C -5.683 -1.053 5.686 -0.04 -0.02 -0.03 -0.497
C -4.404 0.085 -1.866 -0.01 -0.06 0.01 -0.169
C 6.699 -0.204 1.120 0.02 0.01 -0.02 -0.361
C 1.657 -0.371 2.465 0.06 0.00 -0.09 0.041
C 4.067 -0.492 2.650 0.03 0.01 -0.05 -0.175
C 0.420 -0.484 2.984 -0.09 -0.01 -0.01 0.128
C 5.439 0.010 0.597 -0.06 -0.03 0.06 -0.148
C 2.971 0.110 0.580 -0.08 0.05 -0.07 0.120
C 4.163 -0.116 1.253 0.05 -0.02 0.07 -0.222
C 1.457 1.002 -4.247 0.01 0.00 -0.01 -0.147
C 1.875 3.412 -3.817 0.00 0.00 0.06 -0.184
C 2.614 -0.981 4.628 0.07 0.02 -0.08 -0.185
C 2.853 -0.614 3.237 -0.18 -0.04 0.13 -0.091
C -4.125 1.106 -0.972 0.02 0.08 0.03 -0.154
C 0.175 -0.848 4.359 0.23 -0.01 -0.04 -0.097
C 1.533 4.287 -1.607 0.04 -0.05 0.02 -0.255
H -4.920 2.809 0.032 -0.01 0.01 0.00 0.222
H -6.393 -1.303 6.458 0.00 -0.01 0.00 0.213
H -1.278 -1.172 5.856 -0.02 0.00 -0.01 0.191
H -2.684 -0.108 1.902 -0.01 0.02 0.02 0.196
H 2.171 5.450 -3.270 -0.01 0.00 0.00 0.222
H -4.730 0.216 2.748 0.01 0.00 0.00 0.218
H 6.864 -0.502 2.145 0.00 0.00 0.00 0.206
H 1.012 -1.085 -4.411 0.00 0.00 -0.01 0.210
H -3.636 -0.636 -2.109 0.01 0.01 -0.01 0.252
H 2.988 0.409 -0.464 0.02 0.01 0.01 0.189
H 1.248 -1.366 6.189 0.01 0.00 0.00 0.191
H 4.964 -0.667 3.233 0.00 0.00 0.00 0.182
H -6.900 -0.215 4.119 0.00 0.00 0.01 0.204
H -7.624 0.927 -2.460 0.00 0.01 0.01 0.187
H 8.798 -0.107 0.428 0.00 0.00 -0.01 0.198
H 1.764 1.120 -5.277 0.00 0.00 0.00 0.217
H 7.883 0.615 -1.924 0.00 0.00 0.00 0.216
H 3.482 -1.167 5.253 -0.01 -0.01 0.01 0.189
H 0.276 -1.240 -2.028 0.01 -0.01 -0.01 0.209
```
Forces are in eV/Å.

Its HOMO-LUMO gap (spin up / spin down) is 3.33 / 3.33 eV. The spin multiplicity is 1. The charge is -2. The energy above the lowest of the compared OMol25 structures with the same formula, charge and spin comes out at 0.0 kcal per mole. The HOMO energy (spin up / spin down) is 0.244 / 0.244 eV.



The following is a DFT calculation (ωB97M-V with the def2-TZVPD basis set) of a cluster of 2 separate species, C4H12S2 in total in a non-equilibrium geometry.

XYZ file:
```
18
Properties=species:S:1:pos:R:3:forces:R:3:nbo_charge:R:1
S -0.189 -1.860 -1.925 -1.06 -0.21 -0.14 -0.042
S -2.985 1.535 -0.192 0.49 0.52 -0.21 -0.063
C 1.386 -1.499 -1.167 0.94 0.03 0.21 -0.533
C 1.477 -1.864 0.311 1.07 -0.12 -0.45 -0.615
C -0.296 2.109 0.578 0.71 1.00 0.44 -0.623
C -1.609 1.564 1.037 -0.97 -2.02 -0.31 -0.499
H 2.541 -1.904 0.580 -0.15 0.66 0.19 0.216
H -2.074 1.953 1.936 0.43 0.53 0.13 0.221
H -2.185 1.728 -1.259 -0.26 -0.12 0.09 0.121
H 0.500 1.725 1.220 -0.02 -0.09 0.01 0.213
H 2.184 -1.958 -1.751 -0.14 -0.54 0.10 0.209
H -0.035 1.834 -0.443 -0.21 -0.10 -0.04 0.214
H -0.222 3.197 0.673 -0.19 -0.03 -0.24 0.214
H -0.801 -2.595 -0.948 0.58 0.41 -0.33 0.130
H 1.207 -2.894 0.530 -0.75 0.02 -0.13 0.213
H 1.631 -0.441 -1.307 -0.50 0.08 0.22 0.212
H -1.459 0.492 1.240 0.02 0.26 0.11 0.201
H 0.930 -1.124 0.889 -0.01 -0.27 0.35 0.212
```
Forces are in eV/Å.

Its HOMO-LUMO gap is 9.65 eV. The spin multiplicity is 1. The charge is 0. The energy above the lowest of the compared OMol25 structures with the same formula, charge and spin comes out at 14.1 kcal per mole. The HOMO energy is -8.771 eV. The SMILES is CCS.CCS.